C18H27BeN3S2 | ωB97M-V/def2-TZVPD

Computed properties:
Gap between HOMO and LUMO, eV: 7.335
Charge: +2

Each line ends with the natural charge from an NBO analysis.
Element x y z (Å)
1 Be -0.127 -0.191 0.194  1.622
2 S -0.497 -0.892 2.568  0.201
3 S 1.447 1.053 -2.439  0.214
4 C 0.866 -0.241 3.638  -0.724
5 C 0.314 -2.463 2.181  -0.542
6 C 1.421 -2.247 1.160  -0.235
7 N 0.905 -1.555 -0.078  -0.851
8 C 2.017 -1.411 -1.086  -0.236
9 C 1.614 -0.750 -2.398  -0.567
10 H -0.461 -3.148 1.826  0.242
11 H 0.709 -2.868 3.120  0.266
12 H 1.864 -3.212 0.876  0.233
13 H 2.207 -1.616 1.586  0.215
14 H 2.384 -2.423 -1.325  0.224
15 H 2.838 -0.873 -0.607  0.215
16 H 0.700 -1.208 -2.807  0.226
17 H 2.426 -0.915 -3.126  0.262
18 C 3.133 1.497 -1.975  -0.751
19 H 0.230 -2.218 -0.499  0.432
20 H 3.473 1.011 -1.055  0.202
21 H 3.104 2.580 -1.802  0.252
22 H 3.809 1.278 -2.812  0.247
23 H 0.512 0.725 4.027  0.255
24 H 1.807 -0.084 3.085  0.213
25 H 1.028 -0.947 4.472  0.260
26 C -1.690 -3.104 -0.469  -0.495
27 C -2.897 -2.575 -0.213  -0.325
28 H -1.096 -3.582 0.324  0.201
29 H -1.369 -3.281 -1.507  0.205
30 H -3.184 -2.190 0.776  0.212
31 H -3.675 -2.567 -0.994  0.223
32 C 1.375 3.276 1.581  -0.215
33 C 0.207 4.050 1.433  -0.105
34 C -0.923 3.476 0.855  -0.190
35 C -0.871 2.140 0.467  0.173
36 N 0.251 1.380 0.681  -0.685
37 C 1.360 1.937 1.199  0.076
38 C -1.839 1.442 -0.365  0.177
39 C -3.003 2.011 -0.869  -0.198
40 C -3.713 1.337 -1.868  -0.087
41 C -3.162 0.173 -2.426  -0.229
42 C -1.942 -0.290 -1.934  0.116
43 N -1.394 0.218 -0.807  -0.717
44 H 2.297 3.691 1.982  0.260
45 H 0.204 5.088 1.763  0.263
46 H -1.848 4.027 0.680  0.250
47 H 2.231 1.283 1.277  0.219
48 H -3.305 2.968 -0.440  0.249
49 H -4.671 1.710 -2.226  0.262
50 H -3.676 -0.393 -3.208  0.264
51 H -1.392 -1.108 -2.413  0.221

C4H5NO | ωB97M-V/def2-TZVPD

Computed properties:
Gap between HOMO and LUMO, eV: 8.855
SMILES string: Nc1ccco1

Each line ends with the natural charge from an NBO analysis.
Element x y z (Å)
1 N 2.014 -0.143 0.270  -0.806
2 C 0.654 -0.061 0.084  0.482
3 C -0.258 0.962 0.127  -0.418
4 C -1.542 0.378 -0.100  -0.239
5 C -1.238 -0.912 -0.380  -0.022
6 O 0.075 -1.257 -0.121  -0.425
7 H 2.428 -0.949 -0.186  0.393
8 H 2.492 0.712 0.031  0.384
9 H -0.059 2.012 0.252  0.223
10 H -2.526 0.839 -0.138  0.235
11 H -2.042 -1.524 0.228  0.193

C35H100N8O11 | ωB97M-V/def2-TZVPD

Computed properties:
Gap between HOMO and LUMO, eV: 8.956
SMILES string: COC[C@H](C)N.COC[C@H](C)N.COC[C@H](C)N.COC[C@H](C)N.COC[C@H](C)N.COC[C@H](C)N.COC[C@H](C)N.COC[C@H](C)N.CO.CO.CO

Each line ends with the Mulliken charge.
Element x y z (Å)
1 C -5.911 -1.365 -1.053  -0.684
2 O -5.003 -0.302 -1.253  -0.403
3 C -3.838 -0.735 -1.971  -0.269
4 C -3.121 0.491 -2.491  1.298
5 C -2.640 1.539 -1.506  -0.485
6 N -3.969 1.140 -3.472  -0.857
7 H -5.307 -2.169 -0.650  0.150
8 H -6.520 -1.614 -1.919  0.371
9 H -6.639 -1.073 -0.271  0.279
10 H -3.119 -1.254 -1.338  -0.197
11 H -4.106 -1.369 -2.826  0.653
12 H -2.268 0.113 -3.066  -0.247
13 H -3.407 2.042 -0.958  0.346
14 H -2.122 2.306 -2.077  -0.225
15 H -1.864 1.103 -0.822  -0.242
16 H -3.454 1.912 -3.885  0.237
17 H -4.830 1.496 -3.108  0.300
18 C 4.759 7.061 3.415  -0.736
19 O 4.466 5.649 3.273  -0.339
20 C 3.732 5.329 2.097  -1.022
21 C 3.588 3.752 2.030  -0.244
22 C 2.806 3.410 0.740  0.468
23 N 3.018 3.215 3.216  -0.431
24 H 3.904 7.744 3.531  0.279
25 H 5.336 7.316 2.508  0.317
26 H 5.347 7.157 4.340  0.236
27 H 2.727 5.772 2.125  0.365
28 H 4.201 5.721 1.218  0.564
29 H 4.608 3.323 1.909  0.222
30 H 2.573 2.339 0.850  -0.300
31 H 3.388 3.515 -0.181  0.652
32 H 1.817 3.945 0.626  -0.533
33 H 3.480 3.697 3.976  0.380
34 H 2.049 3.586 3.307  0.126
35 C 3.083 -5.320 -0.838  -0.497
36 O 2.662 -4.874 -2.145  -0.479
37 C 2.414 -3.486 -2.074  0.179
38 C 1.927 -2.981 -3.401  0.149
39 C 2.915 -3.293 -4.485  -1.616
40 N 1.703 -1.517 -3.208  -0.048
41 H 4.131 -5.006 -0.628  0.266
42 H 3.010 -6.396 -0.880  0.289
43 H 2.416 -4.883 -0.038  0.141
44 H 1.632 -3.247 -1.355  -0.447
45 H 3.369 -2.959 -1.775  0.526
46 H 0.965 -3.410 -3.586  0.160
47 H 3.170 -4.338 -4.536  0.382
48 H 3.867 -2.750 -4.302  0.230
49 H 2.516 -2.902 -5.453  0.404
50 H 2.553 -1.014 -2.971  -0.195
51 H 1.305 -1.102 -4.046  0.307
52 C -1.023 -6.872 1.766  -0.629
53 O -0.100 -5.829 1.471  -0.427
54 C -0.662 -4.560 1.124  -0.094
55 C -1.603 -4.655 -0.049  0.488
56 C -0.904 -5.280 -1.227  -0.757
57 N -2.153 -3.359 -0.450  0.161
58 H -0.517 -7.511 2.449  0.304
59 H -1.334 -7.372 0.870  0.253
60 H -1.891 -6.398 2.260  0.198
61 H -1.062 -4.191 2.073  0.235
62 H 0.203 -3.984 0.776  -0.222
63 H -2.477 -5.267 0.268  0.347
64 H -0.228 -4.475 -1.550  -0.244
65 H -1.576 -5.305 -2.082  0.087
66 H -0.371 -6.200 -1.055  0.342
67 H -2.730 -2.919 0.281  0.111
68 H -1.467 -2.689 -0.773  -0.319
69 C 5.784 0.313 -2.239  -0.870
70 O 4.511 -0.260 -1.864  -0.247
71 C 4.059 0.266 -0.656  0.897
72 C 4.932 -0.175 0.540  0.283
73 C 5.243 -1.645 0.464  -1.557
74 N 4.220 0.063 1.852  -0.357
75 H 5.835 0.125 -3.301  0.283
76 H 6.592 -0.174 -1.663  0.277
77 H 5.753 1.410 -2.106  0.302
78 H 4.136 1.383 -0.688  0.147
79 H 3.092 -0.189 -0.465  -0.742
80 H 5.893 0.395 0.548  0.270
81 H 5.716 -1.983 1.372  0.518
82 H 5.926 -1.940 -0.337  0.382
83 H 4.309 -2.209 0.369  0.218
84 H 4.842 -0.246 2.579  0.279
85 H 4.150 1.057 2.013  -0.095
86 C 1.465 1.638 -3.155  0.017
87 O 1.398 3.027 -3.402  -0.548
88 C 0.319 3.613 -2.665  0.776
89 C 0.504 5.082 -2.797  0.088
90 C 1.612 5.573 -1.930  -1.501
91 N -0.769 5.736 -2.381  -0.542
92 H 0.514 1.096 -3.360  -0.031
93 H 1.650 1.528 -2.085  -0.049
94 H 2.272 1.191 -3.760  0.235
95 H -0.645 3.354 -3.161  0.304
96 H 0.263 3.341 -1.595  -0.660
97 H 0.729 5.337 -3.826  0.317
98 H 1.374 5.269 -0.900  0.233
99 H 1.607 6.630 -1.873  0.528
100 H 2.635 5.302 -2.190  0.280
101 H -1.511 5.340 -2.901  0.195
102 H -0.706 6.712 -2.503  0.204
103 C -4.476 -0.545 2.522  -0.686
104 O -4.296 -1.940 2.419  -0.090
105 C -5.332 -2.856 2.685  -0.899
106 C -4.731 -4.268 2.591  1.195
107 C -5.862 -5.306 2.656  -1.633
108 N -3.707 -4.477 3.609  -0.591
109 H -4.721 -0.082 1.563  0.175
110 H -3.474 -0.126 2.842  0.156
111 H -5.334 -0.250 3.225  0.340
112 H -5.760 -2.734 3.714  0.354
113 H -6.114 -2.726 1.941  0.285
114 H -4.316 -4.420 1.603  -0.245
115 H -6.637 -5.004 1.949  0.370
116 H -6.188 -5.299 3.706  0.354
117 H -5.568 -6.316 2.441  0.393
118 H -3.047 -3.781 3.435  0.247
119 H -4.036 -4.279 4.518  0.300
120 C -2.745 5.890 4.626  -0.695
121 O -2.800 5.522 3.256  -0.353
122 C -1.959 4.405 2.997  -1.013
123 C -1.849 4.091 1.538  0.484
124 C -1.086 2.778 1.411  0.462
125 N -1.120 5.223 0.895  -0.552
126 H -3.229 5.184 5.282  0.283
127 H -3.281 6.853 4.709  0.231
128 H -1.671 5.932 4.906  0.307
129 H -0.925 4.649 3.320  0.224
130 H -2.328 3.508 3.528  0.366
131 H -2.806 4.089 1.065  0.400
132 H -1.780 1.971 1.692  0.202
133 H -0.269 2.864 2.096  0.508
134 H -0.666 2.630 0.405  -1.237
135 H -1.292 5.217 -0.112  0.070
136 H -1.671 6.042 1.181  0.315
137 C 1.570 -0.493 3.931  -0.574
138 O 1.918 -1.274 2.778  -0.453
139 H 2.219 -0.801 4.760  0.282
140 H 1.764 0.613 3.831  0.079
141 H 0.555 -0.728 4.153  0.262
142 H 2.687 -0.864 2.341  0.422
143 C -1.862 -3.025 -4.959  -0.281
144 O -2.127 -4.293 -4.507  -0.528
145 H -2.715 -2.333 -5.046  0.266
146 H -1.160 -2.499 -4.337  -0.151
147 H -1.513 -3.098 -5.988  0.354
148 H -2.288 -4.207 -3.577  0.280
149 C 0.120 -0.580 -0.025  -0.274
150 O -0.252 -1.002 -1.296  1.779
151 H 0.137 0.515 0.147  -0.764
152 H -0.660 -0.922 0.618  0.509
153 H 1.116 -0.949 0.240  0.073
154 H 0.438 -0.906 -1.955  -0.763

C3H28N2O9S | ωB97M-V/def2-TZVPD

Computed properties:
Gap between HOMO and LUMO, eV: 9.403
SMILES string: NC[C@@H](N)CS.O.O.O.O.O.O.O.O.O

Each line ends with the natural charge from an NBO analysis.
Element x y z (Å)
1 N -0.773 -0.460 0.288  -0.889
2 C -1.713 0.658 0.248  -0.218
3 C -1.017 2.035 0.627  -0.059
4 N -0.915 2.993 -0.473  -0.849
5 C -1.676 2.815 1.818  -0.497
6 S -1.887 1.993 3.464  -0.056
7 H -1.053 -1.155 -0.416  0.358
8 H 0.180 -0.329 0.070  0.395
9 H -2.597 0.410 0.797  0.192
10 H -2.042 0.782 -0.821  0.164
11 H 0.015 1.759 0.930  0.184
12 H -1.469 2.768 -1.285  0.361
13 H 0.036 3.140 -0.749  0.378
14 H -2.719 2.842 1.581  0.210
15 H -1.243 3.801 1.853  0.226
16 H -0.695 1.275 3.477  0.093
17 O 2.308 1.501 -1.739  -1.005
18 H 2.175 1.367 -0.745  0.509
19 H 2.208 0.618 -2.136  0.473
20 O 1.152 -0.293 2.906  -0.977
21 H 1.201 0.628 3.192  0.473
22 H 0.343 -0.656 3.299  0.518
23 O -0.692 -0.714 -3.197  -0.982
24 H -1.572 -0.826 -3.564  0.473
25 H -0.104 -0.385 -3.887  0.505
26 O 2.592 -2.301 -1.798  -0.987
27 H 2.659 -2.287 -2.753  0.472
28 H 2.120 -3.107 -1.515  0.509
29 O 2.151 0.394 0.520  -0.988
30 H 2.096 0.400 1.482  0.515
31 H 2.580 -0.380 0.137  0.515
32 O 0.213 -3.675 -1.646  -0.972
33 H -0.087 -2.995 -2.235  0.495
34 H -0.441 -3.919 -0.995  0.485
35 O -1.662 -1.837 2.969  -0.968
36 H -1.520 -1.684 2.026  0.486
37 H -2.563 -1.538 3.139  0.473
38 O 0.689 1.592 -3.951  -0.972
39 H 1.263 1.837 -3.201  0.497
40 H -0.130 1.719 -3.448  0.460
41 O 0.867 -3.351 1.949  -0.934
42 H 1.362 -2.642 2.438  0.474
43 H 0.363 -2.790 1.343  0.459

C24H26KN5O3S | ωB97M-V/def2-TZVPD

Computed properties:
Gap between HOMO and LUMO, eV: 6.856

Each line ends with the natural charge from an NBO analysis.
Element x y z (Å)
1 K 0.472 0.105 -0.238  0.932
2 C 2.424 -4.421 0.865  -0.689
3 C 2.146 -2.981 0.535  0.146
4 N 0.976 -2.519 0.265  -0.251
5 N -0.057 -3.395 0.262  -0.508
6 C -1.224 -2.794 0.002  0.592
7 O -1.437 -1.570 -0.180  -0.800
8 C -2.389 -3.746 -0.066  -0.050
9 C -3.676 -3.226 -0.138  -0.203
10 C -4.779 -4.065 -0.207  -0.230
11 C -4.601 -5.441 -0.211  -0.213
12 C -3.319 -5.969 -0.138  -0.226
13 C -2.219 -5.128 -0.063  -0.187
14 C 3.276 -2.023 0.505  0.189
15 C 4.562 -2.430 0.871  -0.254
16 C 5.607 -1.527 0.823  -0.158
17 C 5.362 -0.230 0.405  -0.282
18 C 4.059 0.094 0.060  0.041
19 N 3.042 -0.759 0.109  -0.473
20 H 1.503 -4.985 0.763  0.261
21 H 2.791 -4.530 1.889  0.214
22 H 3.180 -4.841 0.197  0.212
23 H -3.789 -2.150 -0.122  0.214
24 H -5.777 -3.647 -0.255  0.204
25 H -5.458 -6.101 -0.266  0.207
26 H -3.176 -7.043 -0.139  0.208
27 H -1.216 -5.526 -0.003  0.233
28 H 4.737 -3.446 1.192  0.223
29 H 6.606 -1.835 1.108  0.216
30 H 6.149 0.509 0.344  0.221
31 H 3.821 1.100 -0.273  0.188
32 O -1.392 1.837 -1.486  -1.035
33 S -2.626 1.352 -0.775  1.254
34 C -3.458 0.191 -1.864  -0.607
35 C -4.032 1.051 -2.982  -0.417
36 C -4.778 2.175 -2.252  -0.410
37 C -3.895 2.622 -1.074  -0.618
38 H -4.242 -0.288 -1.274  0.227
39 H -2.721 -0.560 -2.144  0.276
40 H -4.690 0.481 -3.638  0.224
41 H -3.216 1.453 -3.585  0.221
42 H -5.723 1.785 -1.869  0.206
43 H -5.014 3.011 -2.910  0.222
44 H -4.453 2.784 -0.153  0.232
45 H -3.308 3.514 -1.289  0.243
46 N 2.666 7.424 1.439  -0.814
47 C 3.345 6.288 1.752  0.651
48 O 4.443 6.298 2.266  -0.589
49 C 2.661 4.993 1.399  -0.104
50 C 1.694 4.879 0.411  -0.238
51 C 1.143 3.632 0.155  0.031
52 N 1.496 2.531 0.819  -0.455
53 C 2.429 2.651 1.766  0.035
54 C 3.041 3.850 2.085  -0.209
55 H 3.071 8.293 1.744  0.409
56 H 1.684 7.404 1.231  0.395
57 H 1.386 5.727 -0.186  0.219
58 H 0.385 3.497 -0.609  0.223
59 H 2.703 1.738 2.282  0.206
60 H 3.806 3.909 2.847  0.246

CH3NO2 | ωB97M-V/def2-TZVPD

Computed properties:
Gap between HOMO and LUMO, eV: 10.511
SMILES string: N#CO.O

Each line ends with the natural charge from an NBO analysis.
Element x y z (Å)
1 N 0.562 0.230 0.180  -0.459
2 C 0.521 0.065 1.310  0.584
3 O 0.538 -0.086 2.571  -0.639
4 H -0.249 -0.522 2.921  0.526
5 O -0.799 -0.067 -2.386  -0.965
6 H -0.247 0.353 -3.048  0.462
7 H -0.327 0.027 -1.549  0.490

Here are the calculated E_LUMO numbers, same order: -7.2 1.0 0.4 0.0 -0.1 -0.1 (eV).
Here are the calculated energy relative to the best compared isomer or geometry (same formula, charge and spin) numbers, same order: 0.0 162.3 0.0 0.0 37.7 193.0 (kJ/mol).
Here are the calculated HOMO energy numbers, same order: -14.5 -7.9 -8.5 -9.4 -6.9 -10.6 (eV).